No. 1
A molecular structure, C9H22N2O5Zn in a non-equilibrium geometry. Source: the OMol25 dataset; level of theory: the ωB97M-V functional and the def2-TZVPD basis.

Summary:
Kohn-Sham gap: 0.0803 hartree
relative energy (zero: lowest compared OMol25 entry of this formula, charge and spin): 192.2 kcal/mol
lowest unoccupied orbital energy: -4.74 eV

XYZ file:
```
39
Properties=species:S:1:pos:R:3:lowdin_charge:R:1
Zn -2.1618 -9.9086 2.3461 0.37
C -3.2164 -13.6100 3.4271 -0.99
O -3.6937 -14.6970 3.7024 0.26
O -3.0642 -13.2762 2.2576 0.28
O -2.9322 -12.6896 4.1432 0.25
C -6.2514 -7.2650 -1.0147 -0.07
C -5.0330 -8.0912 -0.6554 -0.44
C -3.7758 -7.7039 -1.4286 -0.20
O -2.6521 -8.4387 -0.8801 -0.28
C -1.5013 -8.5459 -1.7871 -0.08
N -4.7326 -8.0294 0.7928 0.02
H -6.1210 -7.0941 -2.0833 0.07
H -6.2967 -6.3034 -0.5035 0.08
H -7.1948 -7.7406 -0.7465 0.08
H -5.1183 -9.1574 -0.8649 0.14
H -3.6517 -6.6434 -1.2091 0.12
H -3.8234 -7.8735 -2.5042 0.12
H -1.0007 -7.5799 -1.7224 0.08
H -1.7401 -8.8017 -2.8194 0.07
H -0.7949 -9.3404 -1.5467 0.08
H -4.6830 -7.0699 1.1041 0.06
H -5.5719 -8.3154 1.2763 0.06
C 1.9239 -6.0942 4.2884 -0.07
C 1.4308 -7.3040 3.4321 -0.41
C 2.1583 -8.6754 3.4864 -0.18
O 1.3532 -9.5945 2.6944 -0.31
C 2.0446 -10.8979 2.4873 -0.06
N 0.0400 -7.5077 3.8051 0.00
H 1.3197 -5.1921 4.1932 0.07
H 2.9245 -5.7605 4.0136 0.06
H 2.0079 -6.3520 5.3441 0.07
H 1.3467 -7.0293 2.3807 0.13
H 2.0992 -9.0321 4.5147 0.12
H 3.1936 -8.5798 3.1593 0.12
H 1.5864 -11.6081 1.7990 0.07
H 1.9507 -11.3357 3.4811 0.08
H 2.9889 -10.6349 2.0107 0.08
H -0.0528 -7.5506 4.8100 0.07
H -0.4646 -6.6849 3.5077 0.07
```

=====

No. 2
C4H4Cl2O4S in the gas phase in a non-equilibrium geometry. Source: the OMol25 dataset; level of theory: the ωB97M-V functional and the def2-TZVPD basis.

Summary:
Kohn-Sham gap: 0.3440 hartree
relative energy (zero: lowest compared OMol25 entry of this formula, charge and spin): 33.5 kcal/mol
lowest unoccupied orbital energy: -0.85 eV
SMILES string: C[S@@](=O)(=CC(=O)Cl)OC(=O)Cl

XYZ file:
```
15
Properties=species:S:1:pos:R:3:lowdin_charge:R:1
C 0.6133 1.5219 0.3852 -0.05
S -0.1142 0.1859 -0.6390 0.90
O -0.6823 0.6670 -1.8029 -0.29
C 1.0634 -1.0268 -0.9182 -0.24
C 1.9912 -1.4646 0.1513 -0.89
O 2.1580 -1.0281 1.2473 0.01
Cl 2.8946 -2.9026 -0.3408 0.67
O -1.4211 -0.2961 0.5201 -0.20
C -2.6076 0.2432 0.6061 -0.98
O -3.1117 0.7858 1.5176 0.11
Cl -3.5202 -0.0392 -0.8831 0.71
H -0.1674 1.9733 0.8428 0.03
H 1.1922 1.0323 1.1763 0.08
H 1.0597 2.1413 -0.3218 0.06
H 0.6521 -1.7932 -1.5411 0.06
```

=====

No. 3
17 unconnected molecules or ions with the total composition C50H138F6N6O29P in a non-equilibrium geometry. Source: the OMol25 dataset; level of theory: the ωB97M-V functional and the def2-TZVPD basis.

Summary:
Kohn-Sham gap: 0.2744 hartree
lowest unoccupied orbital energy: 1.94 eV
total charge: -1

XYZ file:
```
230
Properties=species:S:1:pos:R:3:lowdin_charge:R:1
P -0.1425 0.0103 -0.5967 0.30
F 0.9843 1.1952 -0.7766 -0.15
F -0.4392 0.0799 -2.1426 -0.13
F 1.1340 -1.0646 -0.8397 -0.18
F -1.2125 -1.2520 -0.6202 -0.17
F 0.2548 0.0344 0.9722 -0.13
F -1.4564 0.9903 -0.3132 -0.16
C 1.7773 -9.5485 2.9616 -0.13
O 0.7791 -8.7214 2.4128 -0.19
C -0.3563 -9.5721 2.1348 -0.19
C -1.4582 -8.8860 1.3032 -0.23
N -0.8357 -8.1340 0.2388 -0.05
C -1.6246 -6.9247 -0.2544 -0.16
C -1.3999 -5.7987 0.6758 -0.24
O -0.2204 -5.1604 0.1977 -0.22
C 0.2607 -4.0006 1.0175 -0.02
H 2.7127 -9.1207 3.3223 0.09
H 2.0514 -10.2858 2.2071 0.09
H 1.4550 -10.0393 3.8800 0.08
H -0.8117 -9.7813 3.1028 0.12
H 0.0062 -10.4980 1.6883 0.12
H -2.1427 -8.2322 1.8437 0.11
H -2.0259 -9.7209 0.8923 0.11
H -0.1096 -7.7980 0.8553 0.06
H -2.6906 -7.0981 -0.4015 0.12
H -1.3084 -6.6574 -1.2626 0.12
H -1.3354 -6.0534 1.7336 0.13
H -2.1750 -5.0613 0.4673 0.11
H 0.9061 -4.2161 1.8691 0.08
H -0.5564 -3.3727 1.3726 0.06
H 0.8666 -3.3664 0.3703 0.08
C -0.6432 3.7204 -6.8577 -0.09
O 0.2885 2.5952 -6.8070 -0.18
C -0.3217 1.3921 -6.3365 -0.21
C 0.5532 0.5926 -5.3716 -0.23
N 1.1644 1.4625 -4.4105 0.00
C 2.0874 0.6006 -3.6251 -0.16
C 3.2017 1.3665 -2.8212 -0.18
O 3.8499 2.1269 -3.8252 -0.21
C 4.9177 2.8926 -3.2802 -0.10
H -0.9633 3.8732 -5.8270 0.06
H -1.5091 3.5037 -7.4832 0.08
H -0.1663 4.6679 -7.1082 0.07
H -0.7718 0.7365 -7.0820 0.11
H -1.1940 1.6975 -5.7586 0.10
H 1.3772 0.0877 -5.8757 0.12
H 0.0492 -0.2291 -4.8627 0.11
H 0.3812 1.7079 -3.8218 0.05
H 2.4286 -0.3303 -4.0780 0.09
H 1.4130 0.1845 -2.8766 0.06
H 3.8900 0.7765 -2.2161 0.11
H 2.8386 2.0229 -2.0304 0.09
H 5.7988 2.9907 -3.9143 0.08
H 5.3662 2.2198 -2.5493 0.07
H 4.5728 3.8156 -2.8141 0.07
C -5.7047 2.9391 2.3216 -0.04
O -4.8866 2.7821 3.5537 -0.20
C -5.4322 1.8933 4.4848 -0.25
C -4.3743 1.8991 5.5736 -0.19
N -4.6659 0.8828 6.5619 -0.09
C -4.7481 -0.4669 6.0689 -0.23
C -4.4974 -1.3375 7.3152 -0.20
O -3.1454 -1.1640 7.8154 -0.21
C -2.7289 -2.1740 8.7720 -0.09
H -5.7161 1.9720 1.8189 0.08
H -5.2182 3.7102 1.7243 0.07
H -6.7528 3.1988 2.4702 0.05
H -5.5723 0.8833 4.0994 0.09
H -6.3399 2.2968 4.9335 0.13
H -4.2933 2.7744 6.2182 0.13
H -3.4036 1.5973 5.1802 0.12
H -3.9296 0.7249 7.2350 0.09
H -4.0247 -0.6345 5.2710 0.11
H -5.7882 -0.6474 5.7974 0.12
H -4.7050 -2.3601 6.9999 0.12
H -5.2258 -0.9749 8.0405 0.12
H -3.3327 -1.9883 9.6603 0.08
H -1.7128 -2.0265 9.1380 0.09
H -2.9375 -3.1884 8.4320 0.09
C -5.6330 -2.7396 -1.3792 -0.09
O -6.4241 -1.5290 -1.3229 -0.24
C -6.3162 -0.7971 -2.5876 -0.20
C -7.1583 0.4617 -2.4804 -0.22
N -8.5487 0.1517 -2.1165 -0.05
C -9.2142 1.3363 -1.5012 -0.17
C -8.7242 2.0099 -0.1315 -0.18
O -9.6593 3.0382 0.2948 -0.21
C -9.3530 3.8517 1.4787 -0.08
H -4.5800 -2.5024 -1.5310 0.09
H -6.0791 -3.3409 -2.1714 0.08
H -5.7530 -3.2976 -0.4506 0.08
H -6.7196 -1.5207 -3.2959 0.11
H -5.2664 -0.5962 -2.8010 0.12
H -7.1621 0.9172 -3.4707 0.12
H -6.5121 1.1348 -1.9170 0.11
H -8.5100 -0.6370 -1.4868 0.09
H -10.1276 0.7765 -1.3002 0.11
H -9.2890 2.1337 -2.2406 0.11
H -7.7049 2.3221 -0.3589 0.10
H -8.7205 1.2342 0.6342 0.11
H -8.3955 4.2901 1.1975 0.07
H -9.0768 3.3376 2.3993 0.07
H -10.1477 4.5785 1.6469 0.08
C 5.2156 0.1619 -5.8860 -0.08
O 4.6174 1.3613 -6.3523 -0.19
C 5.3870 2.1010 -7.2424 -0.25
C 4.9011 3.4688 -7.6118 -0.17
N 4.2223 4.2975 -6.5114 -0.03
C 3.3164 5.3338 -6.9659 -0.22
C 2.7250 6.0116 -5.6950 -0.18
O 1.7666 5.0373 -5.2308 -0.21
C 1.0358 5.2759 -4.0371 -0.11
H 4.5861 -0.1822 -5.0653 0.07
H 6.1936 0.3695 -5.4518 0.09
H 5.1679 -0.5427 -6.7162 0.09
H 5.3789 1.5225 -8.1662 0.12
H 6.3674 2.2355 -6.7855 0.11
H 4.2658 3.4825 -8.4974 0.11
H 5.7085 4.0684 -8.0322 0.10
H 5.0271 4.7701 -6.1255 0.09
H 2.4577 4.8448 -7.4260 0.11
H 3.7733 6.0483 -7.6506 0.10
H 2.1561 6.9163 -5.9096 0.11
H 3.5340 6.1202 -4.9726 0.11
H 1.1530 6.2611 -3.5857 0.08
H 1.1545 4.5207 -3.2601 0.06
H -0.0262 5.2869 -4.2820 0.06
C 2.4674 4.2277 -0.1074 -0.09
O 2.5499 5.4239 0.6992 -0.19
C 3.8062 5.6491 1.3820 -0.20
C 3.6127 5.9917 2.8451 -0.22
N 2.9679 4.9148 3.6015 -0.05
C 2.3365 5.3070 4.8193 -0.20
C 3.2589 6.1110 5.8026 -0.18
O 2.7397 6.0107 7.1349 -0.18
C 2.9623 4.7507 7.6922 -0.14
H 2.8466 3.3198 0.3617 0.08
H 2.9559 4.3365 -1.0756 0.07
H 1.4311 4.2051 -0.4447 0.09
H 4.2679 6.4382 0.7886 0.12
H 4.5082 4.8164 1.3382 0.11
H 3.1801 6.9915 2.8813 0.12
H 4.6354 6.1886 3.1665 0.11
H 2.2613 4.5141 3.0014 0.08
H 2.1350 4.3160 5.2261 0.11
H 1.3093 5.6225 4.6367 0.12
H 3.2596 7.1659 5.5281 0.11
H 4.2915 5.7865 5.6746 0.12
H 3.0834 4.7208 8.7751 0.09
H 3.8469 4.2939 7.2485 0.08
H 2.2687 3.9850 7.3448 0.08
C 3.8736 -6.8215 -2.0174 -0.22
C 2.9484 -5.8393 -1.2967 -0.30
O 2.5364 -6.3522 -0.1190 -0.06
O 5.1789 -6.5122 -1.6169 -0.07
H 3.8263 -6.5103 -3.0609 0.11
H 3.6325 -7.8599 -1.7902 0.13
H 2.0256 -5.8004 -1.8755 0.12
H 3.2868 -4.8267 -1.0771 0.12
H 1.5770 -6.3780 -0.0938 0.06
H 5.0658 -6.4520 -0.6655 0.07
C -0.1374 -3.2926 5.2712 -0.29
C 0.2090 -2.0330 4.5671 -0.21
O -0.9693 -1.1968 4.5672 -0.08
O -0.3551 -3.0172 6.6063 -0.05
H 0.7560 -3.9166 5.2955 0.12
H -0.9414 -3.8722 4.8175 0.12
H 0.5242 -2.1514 3.5304 0.11
H 0.9566 -1.4556 5.1110 0.12
H -1.1070 -0.7266 3.7417 0.05
H -1.1747 -2.5179 6.5833 0.06
C 4.4073 1.3801 3.5870 -0.22
C 4.8928 0.5935 2.3493 -0.18
O 4.5197 1.4125 1.2040 -0.12
O 3.1306 0.8855 4.0539 -0.08
H 4.3228 2.4487 3.3893 0.09
H 5.0815 1.2324 4.4306 0.11
H 4.6610 -0.4710 2.3141 0.12
H 5.9590 0.6875 2.1435 0.10
H 4.9313 2.2795 1.2260 0.06
H 2.5143 1.1804 3.3795 0.07
C -3.9153 -0.7875 2.1157 -0.13
C -4.0302 -2.2788 2.6052 -0.18
O -3.0039 -3.1269 2.0254 -0.10
O -2.4820 -0.5111 1.9100 -0.11
H -4.3416 -0.0511 2.7968 0.08
H -4.4157 -0.5988 1.1659 0.11
H -5.0180 -2.6969 2.4113 0.11
H -3.8383 -2.4708 3.6609 0.10
H -2.2094 -2.6507 2.2774 0.04
H -2.2449 -0.3992 0.9865 0.03
C 7.3015 -2.4471 -0.7124 -0.27
C 6.2830 -3.6205 -0.2948 -0.23
O 5.2277 -3.0297 0.3976 -0.07
O 6.7487 -1.7990 -1.7410 -0.05
H 8.2759 -2.8198 -1.0282 0.11
H 7.4879 -1.6931 0.0523 0.11
H 6.8116 -4.3288 0.3431 0.11
H 5.8881 -4.1757 -1.1456 0.10
H 4.6075 -3.7023 0.6885 0.08
H 5.8982 -1.5018 -1.4094 0.09
C -2.1225 3.7582 1.4811 -0.25
C -0.9797 4.4510 2.1910 -0.18
O 0.2454 3.6274 2.2052 -0.07
O -1.7842 3.3744 0.1694 -0.09
H -3.0331 4.3515 1.3970 0.11
H -2.4253 2.8562 2.0129 0.12
H -1.4632 4.5473 3.1631 0.11
H -0.8112 5.4597 1.8139 0.12
H 0.7659 3.7197 1.4039 0.03
H -1.4231 2.4884 0.2478 0.02
C 2.4278 -3.9760 -4.4804 -0.18
C 3.4676 -3.9824 -5.7158 -0.21
O 4.5128 -3.0244 -5.6231 -0.09
O 1.7150 -2.7261 -4.3935 -0.09
H 2.9009 -4.1577 -3.5154 0.09
H 1.7792 -4.8330 -4.6617 0.11
H 3.1284 -3.6672 -6.7026 0.11
H 3.9160 -4.9639 -5.8701 0.10
H 4.0853 -2.2282 -5.2993 0.04
H 0.8213 -2.8152 -4.0544 0.02
O -0.4062 -3.1717 -2.8023 -0.03
H -0.3517 -3.7565 -2.0465 0.04
H -0.6452 -2.3221 -2.4317 0.02
O -5.2791 4.1679 -1.7160 -0.05
H -5.3446 5.0709 -1.4053 0.03
H -4.3388 4.0124 -1.8053 0.02
O -0.8671 3.0458 -2.8197 -0.04
H -0.5135 2.3242 -2.2996 -0.01
H -1.4924 3.4774 -2.2375 0.02
```

=====

No. 4
A gas-phase ion, C17H37S2 (charge +1). Source: the OMol25 dataset; level of theory: the ωB97M-V functional and the def2-TZVPD basis.

Summary:
Kohn-Sham gap: 0.3272 hartree
lowest unoccupied orbital energy: -3.21 eV
total charge: +1

XYZ file:
```
56
Properties=species:S:1:pos:R:3:lowdin_charge:R:1
C -5.2652 -5.2388 1.2122 -0.11
C -3.8242 -5.0902 1.7026 -0.28
C -2.8214 -5.8451 0.8327 -0.23
C -2.7229 -5.3058 -0.6064 -0.21
C -1.3039 -5.3018 -1.1911 -0.21
C -0.5366 -3.9912 -1.0058 -0.22
C -0.4403 -3.4836 0.4341 -0.20
C -0.0221 -2.0061 0.5316 -0.21
C 1.1103 -1.7665 1.5304 -0.22
C 1.3738 -0.2889 1.8117 -0.22
C 1.6346 0.5358 0.5484 -0.22
C 2.3890 1.8313 0.8505 -0.21
C 2.2307 2.8612 -0.2688 -0.27
C 3.1519 4.0569 -0.0488 -0.38
S 3.1174 5.1346 -1.5143 1.10
C 3.4576 6.8413 -0.9432 -0.71
S 2.6572 8.0298 -2.0074 0.88
C 0.9293 7.9453 -1.4158 -0.52
C -0.0424 7.5036 -2.5046 -0.15
H -5.9842 -5.0074 1.9984 0.07
H -5.4586 -6.2611 0.8798 0.07
H -5.4787 -4.5780 0.3705 0.07
H -3.7476 -5.4401 2.7344 0.10
H -3.5570 -4.0275 1.7147 0.10
H -3.1212 -6.8970 0.8034 0.11
H -1.8354 -5.8288 1.3041 0.10
H -3.1348 -4.2902 -0.6449 0.11
H -3.3623 -5.9039 -1.2579 0.11
H -0.7315 -6.1271 -0.7549 0.11
H -1.3531 -5.5085 -2.2626 0.10
H 0.4775 -4.1252 -1.3967 0.11
H -1.0006 -3.2180 -1.6286 0.11
H 0.2850 -4.0959 0.9801 0.12
H -1.3950 -3.6291 0.9394 0.09
H -0.8810 -1.3906 0.8199 0.12
H 0.2871 -1.6566 -0.4589 0.10
H 2.0271 -2.2362 1.1584 0.12
H 0.8643 -2.2677 2.4701 0.12
H 2.2318 -0.1910 2.4835 0.11
H 0.5124 0.1329 2.3390 0.12
H 0.6865 0.7766 0.0581 0.12
H 2.2079 -0.0594 -0.1690 0.12
H 2.0308 2.2563 1.7929 0.12
H 3.4526 1.6147 0.9863 0.12
H 1.1933 3.2066 -0.3077 0.12
H 2.4509 2.3875 -1.2306 0.12
H 4.1919 3.7461 0.0517 0.10
H 2.8677 4.6565 0.8152 0.10
H 1.7800 5.2442 -1.6222 0.00
H 4.5316 6.9648 -1.0772 0.06
H 3.1985 6.9284 0.1102 0.07
H 0.6799 8.9375 -1.0442 0.08
H 0.9002 7.2828 -0.5478 0.07
H 0.2306 7.9268 -3.4702 0.07
H -1.0517 7.8378 -2.2674 0.08
H -0.0676 6.4181 -2.6174 0.06
```

=====

Number 1: E_tot -2620.85756 Eh. Number 2: E_tot -1774.25678 Eh. Number 3: E_tot -5438.50087 Eh. Number 4: E_tot -1466.03984 Eh.